14
Properties=species:S:1:pos:R:3:forces:R:3 method="wB97M-V/def2-TZVPD" max_force_ha_per_bohr=0.05658 charge=+1 total_energy_ev=-77724.9354 spin_multiplicity=1
C 0.471361 -0.723193 0.295192 -0.95 1.83 1.07
C -1.784832 -0.057982 0.910097 -0.55 -0.31 0.46
C 2.285410 0.280240 -0.904814 -1.99 -0.86 -1.94
N -0.656920 -0.884834 0.915059 0.96 -1.78 -0.31
N 0.963622 0.367047 -0.297933 0.09 -0.92 -0.10
N -2.614416 -0.286528 -0.175802 1.86 0.34 -1.11
Br -4.308753 -0.051576 -0.275235 -0.83 0.30 0.58
H 1.244272 -1.460351 0.376460 -0.16 -0.94 0.16
H -2.381824 -0.091895 1.830743 0.19 -0.02 0.40
H -1.266648 0.912328 0.979508 -0.86 0.88 -0.54
H 2.459339 -0.810288 -0.947212 1.00 0.87 0.17
H 2.161835 0.616066 -1.954233 0.46 -0.15 0.50
H 2.906712 0.939406 -0.379549 1.57 0.32 0.64
H 0.520843 1.251564 -0.372280 -0.79 0.43 0.02